No. 1
DFT (wB97M-V/def2-TZVPD) results for CH2NOP in the gas phase at a distorted geometry.

Structure (XYZ):
```
6
Properties=species:S:1:pos:R:3:lowdin_charge:R:1
N -2.48295 -0.22546 -0.51205 0.145
C -1.47166 -0.41893 -0.03653 -0.325
O -0.07894 -0.63632 0.47475 -0.455
P 0.92265 0.30305 -0.46435 0.810
H 1.10566 1.39917 0.44808 -0.090
H 2.00524 -0.42152 0.09010 -0.085
```

SMILES = N#COP
Energy relative to the best compared isomer or geometry (same formula, charge and spin) = 44.95 kcal/mol
Orbital gap = 10.520 eV
E_tot = -13893.4225 eV

---

No. 2
DFT (wB97M-V/def2-TZVPD) results for 2 unconnected molecules or ions with the total composition CH2NP.

Structure (XYZ):
```
5
Properties=species:S:1:pos:R:3:lowdin_charge:R:1
C 1.67549 0.38547 0.02743 -0.095
N 2.50645 -0.39054 0.15592 0.052
P -3.24398 -0.33225 0.13191 0.391
H -1.94241 -0.80469 -0.03028 -0.387
H 1.00445 1.14201 -0.28498 0.039
```

Energy relative to the best compared isomer or geometry (same formula, charge and spin) = 64.32 kcal/mol
Orbital gap (spin up / spin down) = 7.452 / 7.426 eV
E_tot = -11844.3554 eV

---

No. 3
DFT (wB97M-V/def2-TZVPD) results for CH2O in the gas phase.

Structure (XYZ):
```
4
Properties=species:S:1:pos:R:3:lowdin_charge:R:1
C 0.01045 -0.00226 -0.01896 -0.162
O 1.20806 -0.00759 -0.00575 -0.004
H -0.58512 0.94221 0.01226 0.079
H -0.63339 -0.93236 0.01245 0.086
```

SMILES = C=O
Energy relative to the best compared isomer or geometry (same formula, charge and spin) = 0.30 kcal/mol
Orbital gap = 11.173 eV
E_tot = -3115.9161 eV

---

No. 4
DFT (wB97M-V/def2-TZVPD) results for CH2O2S in the gas phase at a distorted geometry.

Structure (XYZ):
```
6
Properties=species:S:1:pos:R:3:lowdin_charge:R:1
O -0.48202 -1.44817 0.31920 -0.006
C -0.28108 -0.05992 -0.08975 -0.888
O -1.56692 0.38045 -0.28567 0.033
S 1.19906 0.59645 0.01346 0.718
H 0.14879 -1.88646 0.75937 0.013
H -1.25585 1.24457 -0.70451 0.130
```

SMILES = OC(O)=S
Energy relative to the best compared isomer or geometry (same formula, charge and spin) = 30.72 kcal/mol
Orbital gap = 9.898 eV
E_tot = -15998.6034 eV

---

No. 5
DFT (wB97M-V/def2-TZVPD) results for 2 unconnected molecules or ions with the total composition CH2O2S at a distorted geometry.

Structure (XYZ):
```
6
Properties=species:S:1:pos:R:3:lowdin_charge:R:1
C -1.33831 0.08707 0.03719 -0.177
O -1.12198 0.51678 1.13567 -0.023
H -2.14504 0.43969 -0.71629 0.094
H -0.60641 -0.76578 -0.40145 0.100
O 2.11556 -0.15653 -0.58424 -0.711
S 3.09618 -0.12124 0.52913 0.716
```

SMILES = C=O.O=S
Energy relative to the best compared isomer or geometry (same formula, charge and spin) = 78.27 kcal/mol
Orbital gap (spin up / spin down) = 7.787 / 7.795 eV
E_tot = -15996.5412 eV

---

No. 6
DFT (wB97M-V/def2-TZVPD) results for a molecular structure, CH2O2S at a distorted geometry.

Structure (XYZ):
```
6
Properties=species:S:1:pos:R:3:lowdin_charge:R:1
C 0.71700 -0.23204 -0.05648 -0.213
O -0.42323 1.13029 -0.22066 -0.288
O -1.62638 0.48581 0.22323 -0.501
S -0.94046 -1.12794 0.01064 0.845
H 1.24515 -0.30638 -0.98765 0.052
H 1.02792 0.05025 1.03091 0.105
```

Energy relative to the best compared isomer or geometry (same formula, charge and spin) = 153.93 kcal/mol
Orbital gap = 8.315 eV
E_tot = -15993.2602 eV

---

Question: Number 4 is which compound?
Answer: CH2O2S